Below is a structure of composition C44H40BrIrO5S2, with properties calculated with ωB97M-V/def2-TZVPD.

HOMO	-5.262	eV
maximum force	0.2532	hartree/bohr
multiplicity	1
gap between HOMO and LUMO	5.1256	eV
total energy	-151021.7931	eV

Each line ends with the Löwdin charge.
Geometry (Å):
1 Ir 0.000 0.000 0.000  1.1901
2 C -2.834 -0.377 -0.779  -0.0667
3 O -1.760 -0.883 0.000  -0.2325
4 C -1.396 -2.205 -0.399  -0.1452
5 C -0.166 -2.604 0.400  -0.1492
6 O 0.905 -1.748 0.000  -0.3651
7 C 2.072 -1.970 0.779  -0.2743
8 H -3.718 -1.014 -0.673  0.1928
9 H -2.544 -0.307 -1.832  0.1249
10 H -3.080 0.625 -0.418  -0.0049
11 H -1.170 -2.212 -1.471  0.1416
12 H -2.224 -2.890 -0.189  0.1430
13 H 0.102 -3.645 0.191  0.1471
14 H -0.353 -2.476 1.472  0.1418
15 H 2.412 -3.005 0.674  0.1038
16 H 1.879 -1.742 1.831  0.0212
17 H 2.860 -1.304 0.417  -0.1920
18 C 7.700 -3.280 0.309  -0.0576
19 C 6.407 -2.519 0.264  -0.2700
20 C 5.167 -3.176 0.267  0.0171
21 C 3.970 -2.451 0.202  -0.0666
22 C 4.009 -1.058 0.143  -0.2732
23 C 5.251 -0.402 0.130  -0.0029
24 C 6.440 -1.124 0.194  -0.0230
25 S 2.468 -0.055 0.000  0.9441
26 O 2.987 1.013 -0.917  -0.4626
27 C 2.632 0.532 1.746  -0.1936
28 C 2.407 -0.456 2.722  -0.0694
29 C 2.405 -0.151 4.077  0.0193
30 C 2.558 1.166 4.504  -0.1717
31 C 2.499 1.444 5.880  -0.0250
32 C 2.591 2.749 6.354  -0.0858
33 C 2.730 3.791 5.452  -0.0771
34 C 2.798 3.521 4.082  0.0006
35 C 2.743 2.202 3.554  -0.0850
36 C 2.838 1.880 2.142  -0.0762
37 C 3.078 3.000 1.164  -0.1047
38 C 4.295 3.759 1.197  -0.1142
39 C 5.444 3.372 1.930  -0.0083
40 C 6.598 4.159 1.968  -0.0755
41 C 6.641 5.357 1.270  -0.0818
42 C 5.534 5.763 0.529  -0.0250
43 C 4.369 4.980 0.478  -0.1761
44 C 3.270 5.422 -0.266  -0.0077
45 C 2.121 4.644 -0.370  -0.0429
46 C 2.044 3.411 0.282  -0.2403
47 S 0.676 2.261 0.000  1.0288
48 O -0.470 2.817 0.796  -0.4000
49 C 0.266 2.607 -1.740  -0.2870
50 C -1.082 2.705 -2.109  -0.0605
51 C -1.453 2.847 -3.450  -0.0029
52 C -0.480 2.880 -4.454  -0.2758
53 C -0.863 3.026 -5.897  -0.0564
54 C 0.867 2.802 -4.092  -0.0329
55 C 1.235 2.655 -2.751  -0.0671
56 H 7.531 -4.358 0.388  0.0744
57 H 8.291 -2.966 1.175  0.0838
58 H 8.277 -3.093 -0.603  0.0853
59 H 5.128 -4.262 0.308  0.1139
60 H 3.023 -2.982 0.186  0.0344
61 H 5.298 0.683 0.050  0.1160
62 H 7.388 -0.591 0.174  0.1189
63 H 2.221 -1.489 2.435  0.0427
64 H 2.242 -0.952 4.794  0.1224
65 H 2.365 0.641 6.601  0.1121
66 H 2.535 2.950 7.420  0.1028
67 H 2.780 4.818 5.804  0.1043
68 H 2.883 4.380 3.420  0.1164
69 H 5.452 2.438 2.489  0.1196
70 H 7.457 3.832 2.548  0.1043
71 H 7.534 5.976 1.301  0.1035
72 H 5.587 6.706 -0.012  0.1132
73 H 3.306 6.370 -0.799  0.1183
74 H 1.297 5.005 -0.980  0.1234
75 H -1.860 2.654 -1.349  0.0782
76 H -2.509 2.913 -3.703  0.1190
77 H -1.918 2.781 -6.055  0.0763
78 H -0.274 2.343 -6.519  0.0803
79 H -0.689 4.053 -6.230  0.0858
80 H 1.645 2.836 -4.852  0.1152
81 H 2.293 2.570 -2.518  0.1018
82 O 0.000 0.000 1.799  -0.5288
83 Br -5.481 3.984 0.000  0.7309
84 C -3.952 2.872 0.000  -0.6875
85 C -3.752 1.969 -1.044  -0.1512
86 C -2.622 1.150 -1.042  -0.4395
87 C -1.700 1.236 0.000  -0.3045
88 C -1.903 2.139 1.042  -0.2565
89 C -3.031 2.961 1.044  -0.1116
90 H -4.467 1.897 -1.860  0.1113
91 H -2.455 0.443 -1.848  0.0766
92 H -1.179 2.198 1.848  0.1117
93 H -3.183 3.663 1.860  0.0954

Atoms 1-6, force components in eV/Å:
Ir -4.98 7.00 -4.87
C -1.20 -12.95 -0.71
O -1.68 -2.60 0.11
C -0.05 -1.72 -0.16
C -0.70 -0.63 0.11
O -0.66 -4.54 -0.35

***

Below is a structure of composition C44H40BrN2O2P2Ti, with properties calculated with ωB97M-V/def2-TZVPD.

relative energy (zero: lowest compared OMol25 entry of this formula, charge and spin)	10.5	kcal/mol
HOMO (alpha / beta)	-1.805 / -2.085	eV
maximum force	0.0550	hartree/bohr
multiplicity	1
gap between HOMO and LUMO (alpha / beta)	4.3572 / 4.6373	eV
total charge	-1
total energy	-165090.9137	eV

Each line ends with the Löwdin charge.
Geometry (Å):
1 Ti -0.231 0.056 -0.154  0.4736
2 O 3.900 0.783 -0.343  0.0424
3 C 2.715 0.924 -0.593  -0.7069
4 O 1.774 0.078 -0.323  -0.3078
5 C 2.223 2.247 -1.214  -0.2312
6 P 0.662 2.577 -0.293  1.0727
7 C -0.194 3.939 -1.137  -0.3522
8 C 0.065 4.379 -2.432  -0.0881
9 C -0.784 5.290 -3.045  -0.0997
10 C -1.908 5.760 -2.384  -0.0992
11 C -2.182 5.318 -1.095  -0.0796
12 C -1.338 4.410 -0.483  -0.1202
13 C 1.370 3.396 1.188  -0.3010
14 C 1.252 4.749 1.499  -0.0808
15 C 1.772 5.247 2.685  -0.0969
16 C 2.418 4.409 3.582  -0.1024
17 C 2.560 3.063 3.271  -0.0806
18 C 2.037 2.563 2.092  -0.0865
19 H 2.016 2.072 -2.273  0.0613
20 H 2.980 3.023 -1.109  0.0944
21 H 0.936 4.019 -2.967  0.0945
22 H -0.574 5.630 -4.053  0.0951
23 H -2.580 6.450 -2.878  0.0940
24 H -3.077 5.654 -0.586  0.1035
25 H -1.573 4.037 0.510  0.1063
26 H 0.761 5.423 0.809  0.0961
27 H 1.679 6.303 2.912  0.0959
28 H 2.806 4.799 4.514  0.0938
29 H 3.075 2.400 3.956  0.1020
30 H 2.150 1.513 1.860  0.0818
31 C 0.824 -0.553 2.681  -0.1686
32 N -0.162 0.041 1.783  -0.1402
33 C -1.169 0.707 2.338  -0.1367
34 C -2.112 1.294 1.460  -0.3374
35 C -3.341 1.947 1.646  -0.0793
36 C -3.834 2.231 0.366  -0.1318
37 C -2.900 1.750 -0.548  -0.1989
38 N -1.862 1.177 0.104  -0.1492
39 C 0.257 -1.666 3.535  -0.1998
40 C -0.186 -2.843 2.939  -0.0518
41 C -0.732 -3.862 3.702  -0.0790
42 C -0.833 -3.723 5.081  -0.1076
43 C -0.397 -2.553 5.684  -0.0990
44 C 0.140 -1.529 4.913  -0.0487
45 H 1.235 0.217 3.345  0.1036
46 H 1.638 -0.939 2.063  0.1126
47 H -1.266 0.791 3.418  0.1182
48 H -3.817 2.148 2.594  0.0817
49 H -4.762 2.731 0.126  0.0779
50 H -2.940 1.785 -1.627  0.0990
51 H -0.120 -2.932 1.864  0.0693
52 H -1.089 -4.764 3.220  0.1009
53 H -1.246 -4.523 5.682  0.0928
54 H -0.477 -2.435 6.758  0.0945
55 H 0.466 -0.612 5.391  0.1075
56 Br -0.293 0.270 -2.817  0.9222
57 C -1.725 -1.019 -3.017  -0.5350
58 C -2.173 -1.268 -4.286  -0.1460
59 C -3.210 -2.195 -4.467  -0.1003
60 C -3.772 -2.808 -3.381  -0.0484
61 C -3.328 -2.527 -2.067  -0.1817
62 C -3.953 -3.112 -0.950  -0.0660
63 C -3.549 -2.767 0.314  -0.0792
64 C -2.474 -1.887 0.508  -0.1117
65 C -1.749 -1.320 -0.533  -0.2303
66 C -2.242 -1.614 -1.846  -0.2446
67 H -1.736 -0.742 -5.124  0.0916
68 H -3.567 -2.409 -5.467  0.0950
69 H -4.584 -3.516 -3.508  0.1041
70 H -4.766 -3.813 -1.108  0.0988
71 H -4.075 -3.170 1.174  0.0969
72 H -2.223 -1.632 1.531  0.0776
73 C 1.594 -4.116 0.258  -0.2829
74 P 1.107 -2.665 -0.799  0.9738
75 C 0.230 -3.670 -2.084  -0.2547
76 C 2.700 -2.435 -1.682  -0.3742
77 C 2.733 -2.057 -3.024  -0.1068
78 C 3.940 -1.811 -3.662  -0.0920
79 C 5.137 -1.953 -2.975  -0.1027
80 C 5.116 -2.334 -1.644  -0.0902
81 C 3.909 -2.558 -1.002  -0.0997
82 H 2.145 -3.796 1.142  0.0303
83 H 2.200 -4.822 -0.312  0.0427
84 H 0.681 -4.610 0.593  0.0315
85 H 0.853 -4.499 -2.426  0.0474
86 H -0.051 -3.049 -2.933  0.0205
87 H -0.689 -4.063 -1.644  0.0443
88 H 1.812 -1.945 -3.581  0.0769
89 H 3.945 -1.503 -4.701  0.0964
90 H 6.078 -1.745 -3.470  0.0940
91 H 6.043 -2.426 -1.092  0.0998
92 H 3.912 -2.814 0.050  0.0986

Atoms 1-6, force components in eV/Å:
Ti 2.33 0.60 -1.49
O -0.08 -0.20 -0.04
C 0.27 0.38 0.07
O 0.90 -0.10 -0.08
C -0.08 -0.09 0.16
P 0.36 0.00 -0.38